Record 1
This record from the Open Molecules 2025 dataset describes a 14-piece molecular cluster, C4H36NO14 overall in a non-equilibrium geometry. The level of theory is ωB97M-V with the def2-TZVPD basis set.

Computed properties:
M: 322.3 g/mol
multiplicity: 2
energy relative to the best compared isomer or geometry (same formula, charge and spin): 60.83 kcal per mole
HOMO-LUMO gap (spin up / spin down): 2.59 / 8.09 eV
maximum force: 6.03 eV Å⁻¹

Last column: Löwdin charge in e.
Geometry (Å):
O: -1.3738 0.1792 -1.2871  -0.0785
C: -2.0739 0.4497 -0.3527  -0.3627
C: -1.3670 0.8113 0.9762  -0.3125
C: -2.0564 1.9180 1.9125  -0.2412
C: -3.3541 1.4654 2.4479  -0.1592
N: 0.0776 0.9517 0.8338  0.1571
H: -3.1355 0.2396 -0.0909  0.1016
H: -1.5764 -0.0720 1.6977  0.1353
H: -2.0997 2.9069 1.4407  0.0954
H: -1.2634 2.1169 2.7633  0.1268
H: -3.4767 1.6941 3.5725  0.0907
H: -4.3635 1.8736 2.1810  0.0814
H: -3.4011 0.3668 2.3793  0.0689
H: 0.3332 1.9201 0.5237  0.1103
H: 0.4683 0.4586 -0.0012  0.1152
H: 0.5903 0.6562 1.7328  0.1108
H: 2.4656 1.7774 -2.8094  0.0035
H: 2.9822 0.9708 -3.9840  0.0014
O: 2.8747 0.9390 -3.0690  -0.0401
H: 1.2572 -3.0184 1.4955  -0.0464
H: 0.7755 -3.7574 2.7562  0.0970
O: 0.6447 -2.9852 2.1408  -0.0247
H: 3.1763 -2.9609 -1.7124  0.0864
H: 2.6122 -1.8513 -2.4854  0.0837
O: 2.4058 -2.8385 -2.3569  -0.1039
H: -0.0180 2.0628 -3.0223  0.0321
H: -0.2569 2.7638 -4.3622  0.0180
O: 0.4195 2.5396 -3.7569  -0.0617
H: 3.1219 1.2692 0.2809  -0.0728
H: 3.7809 2.4238 -0.5900  0.0720
O: 2.9948 2.0772 -0.1219  -0.0468
H: 2.0613 2.4789 2.4787  0.0326
H: 2.1037 1.9703 3.9060  -0.0255
O: 1.6893 1.9060 3.1319  0.0080
H: 0.5297 3.9479 -1.3685  0.1383
H: 1.0204 2.3376 -1.2880  0.0504
O: 0.2188 2.9689 -1.0811  -0.1660
H: 0.2241 -4.4195 -2.7634  0.0174
H: -0.5457 -3.2555 -2.0770  0.0318
O: -0.3842 -4.2352 -2.0593  -0.0879
H: 2.7802 -0.3010 1.6275  0.0065
H: 2.5805 -1.0599 0.4016  -0.0307
O: 2.6789 -0.2554 0.7422  0.0429
H: -4.7251 -0.1698 -2.4946  0.0482
H: -3.0342 -0.5520 -2.5149  0.1375
O: -4.0257 -0.7038 -2.0302  -0.1855
H: -2.1582 -3.6098 -0.4523  0.0379
H: -3.0091 -2.7484 -1.4521  0.1357
O: -2.1156 -2.7203 -0.8329  -0.1295
H: 1.1379 -2.5978 -1.1452  0.0279
H: -0.0485 -2.0182 -0.2247  -0.0233
O: 0.7647 -1.8239 -0.6158  -0.0773
H: 0.1327 -0.5075 4.3524  0.0330
H: 0.6835 -1.4040 3.2020  -0.0132
O: 0.2763 -0.5753 3.4250  -0.0466

---

Record 2
This record from the Open Molecules 2025 dataset describes a 14-piece molecular cluster, C4H36NO16 overall in a non-equilibrium geometry. The level of theory is ωB97M-V with the def2-TZVPD basis set.

Computed properties:
M: 354.3 g/mol
multiplicity: 2
energy relative to the best compared isomer or geometry (same formula, charge and spin): 154.63 kcal per mole
HOMO-LUMO gap (spin up / spin down): 10.31 / 5.28 eV
maximum force: 12.57 eV Å⁻¹

Last column: Löwdin charge in e.
Geometry (Å):
O: -2.5282 0.3126 -1.4729  0.1458
C: -1.7821 -0.1850 -0.5542  -0.3571
C: -0.2850 0.0467 -0.8677  -0.1311
C: -0.0149 1.1345 0.2048  -0.1697
C: 1.3881 1.6505 0.1802  -0.2558
O: 2.4473 0.8819 0.7070  -0.0654
N: -0.3697 0.7497 -2.2168  0.2065
H: -2.0900 0.1910 0.4820  0.2110
H: 0.4839 -0.7184 -0.9340  0.1292
H: -0.1113 0.6410 1.2446  0.1240
H: -0.7319 2.0093 0.2931  0.1036
H: 1.6667 1.8273 -0.9056  0.1387
H: 1.4536 2.6997 0.6653  0.1322
H: 0.3198 0.4674 -2.9511  0.0581
H: -0.1908 1.7166 -2.1733  0.0981
H: 0.9381 -0.9579 -4.2950  -0.0268
H: 1.8777 -0.9980 -2.9934  0.0400
O: 1.3085 -0.3433 -3.7589  -0.1289
H: -1.4418 -2.3503 -1.9881  0.0670
H: -2.8511 -1.7897 -0.6600  0.0976
O: -1.9280 -1.7225 -0.5049  -0.0770
H: -0.2413 -2.3366 1.3721  0.0933
H: 0.8204 -1.3188 1.1389  0.0195
O: 0.2363 -1.5526 1.8820  -0.1143
H: 2.6329 -1.5321 -0.5099  -0.0231
H: 2.8704 -2.4019 -2.3396  -0.0602
O: 2.2182 -1.8979 -2.0459  -0.2211
H: -1.0875 -0.9160 3.0324  0.0115
H: -0.9452 0.3596 3.7136  -0.0096
O: -1.6117 -0.2535 3.5213  -0.0233
H: 2.2580 2.7789 2.2645  0.0205
H: 1.6797 1.9459 3.3980  -0.0256
O: 1.7706 2.8272 3.1033  -0.0382
H: 2.6437 0.0310 0.3098  0.0273
H: 3.7953 -2.0291 0.3527  0.0337
O: 2.9626 -1.6689 0.3909  -0.0177
H: -2.5716 3.2157 0.1684  0.0341
H: -2.8665 2.4035 -1.0941  -0.0154
O: -2.5006 3.1546 -0.7608  0.0210
H: -0.1526 -1.9749 -2.7732  -0.0611
H: -1.3849 0.5252 -2.6455  0.2013
O: -1.0165 -2.2166 -2.9391  -0.0467
H: -0.5422 3.0092 2.0528  0.0530
H: -1.4313 1.9042 2.2295  -0.0649
O: -1.4805 2.8021 2.2742  -0.0066
H: -0.9791 -4.1755 1.0798  -0.1030
H: -1.9068 -3.0294 0.7151  0.0111
O: -1.7339 -3.9685 0.8290  0.0526
H: 0.8971 -0.3617 3.1416  -0.1068
H: 2.2332 -0.2840 2.4756  0.1011
O: 1.6908 -0.0456 3.3328  -0.0293
H: 1.1540 -2.7838 -0.6432  -0.0339
H: -0.2707 -3.1245 -0.6633  0.0115
O: 0.4830 -3.0966 -0.1153  -0.0105
H: -1.0725 3.8103 -1.6079  0.0316
H: 0.1256 4.4947 -0.9612  0.0019
O: -0.0968 4.0283 -1.7243  -0.0534

---

no.,E (eV)
1,-34881.6001
2,-38975.6573